{
  "formula": "C40H80BeBr2ClCsKN2O10",
  "method": "ωB97M-V/def2-TZVPD",
  "largest_force_ev_per_a": 5.05,
  "orbital_gap_ev": 1.19,
  "multiplicity": 1,
  "charge": -1,
  "elements": ["C", "C", "C", "C", "C", "C", "C", "C", "C", "C", "C", "C", "C", "C", "C", "C", "C", "C", "C", "C", "C", "N", "C", "C", "C", "C", "C", "Br", "C", "C", "H", "H", "H", "H", "H", "H", "H", "H", "H", "H", "H", "H", "H", "H", "H", "H", "H", "H", "H", "H", "H", "H", "H", "H", "H", "H", "H", "H", "H", "H", "H", "H", "H", "H", "H", "H", "H", "H", "H", "H", "H", "H", "H", "H", "H", "H", "H", "H", "H", "H", "H", "H", "H", "H", "H", "H", "H", "Br", "C", "C", "C", "O", "H", "H", "H", "H", "H", "H", "H", "Be", "N", "O", "O", "O", "Cs", "Cl", "C", "C", "C", "O", "C", "H", "H", "H", "H", "H", "H", "H", "H", "K", "O", "C", "O", "C", "C", "C", "H", "H", "H", "H", "H", "H", "H", "H", "C", "O", "O", "O"],
  "xyz": [[-4.401, 0.682, -0.129], [-4.642, 1.067, -1.581], [-3.659, 0.290, -2.507], [-2.540, 1.152, -3.066], [-1.317, 0.356, -3.537], [-0.623, -0.376, -2.285], [0.840, -0.919, -2.621], [1.969, -0.305, -1.787], [1.748, -0.254, -0.272], [1.065, -1.481, 0.361], [-0.270, -1.086, 1.038], [-0.408, -1.545, 2.489], [-0.850, -0.445, 3.455], [0.194, 0.683, 3.510], [1.424, 0.233, 4.350], [2.777, 0.797, 3.869], [3.006, 2.234, 4.320], [2.281, 3.342, 3.566], [2.569, 3.317, 2.065], [1.762, 4.434, 1.348], [2.583, 5.645, 0.871], [4.024, 5.629, 1.273], [4.278, 5.928, 2.717], [3.437, 7.078, 3.226], [1.966, 7.093, 2.763], [1.923, 6.998, 1.237], [0.543, 7.247, 0.596], [-0.969, 6.974, 1.763], [0.555, 8.761, 0.247], [-0.671, 9.217, -0.522], [-5.308, 0.857, 0.541], [-3.568, 1.227, 0.304], [-4.204, -0.377, -0.042], [-4.516, 2.138, -1.714], [-5.649, 0.805, -1.891], [-4.254, -0.116, -3.329], [-3.298, -0.560, -1.938], [-2.920, 1.638, -3.971], [-2.211, 1.919, -2.367], [-0.538, 1.030, -4.021], [-1.688, -0.422, -4.267], [-1.251, -1.251, -1.969], [-0.656, 0.326, -1.461], [1.096, -0.765, -3.706], [0.842, -2.026, -2.468], [2.107, 0.703, -2.182], [2.865, -0.869, -2.032], [1.183, 0.638, -0.017], [2.739, -0.103, 0.153], [1.711, -1.846, 1.155], [0.973, -2.315, -0.326], [-1.094, -1.540, 0.490], [-0.423, -0.014, 0.943], [0.511, -1.946, 2.913], [-1.126, -2.359, 2.501], [-1.814, -0.024, 3.185], [-0.872, -0.870, 4.453], [0.523, 1.046, 2.535], [-0.237, 1.561, 3.991], [1.277, 0.627, 5.355], [1.417, -0.848, 4.378], [3.540, 0.204, 4.367], [2.950, 0.623, 2.809], [2.679, 2.279, 5.358], [4.067, 2.502, 4.313], [1.202, 3.277, 3.665], [2.560, 4.283, 4.047], [2.179, 2.367, 1.722], [3.638, 3.306, 1.828], [0.932, 4.702, 1.986], [1.293, 3.998, 0.474], [2.551, 5.622, -0.248], [4.479, 6.401, 0.746], [4.517, 4.772, 0.955], [5.320, 6.235, 2.778], [4.208, 5.011, 3.279], [3.402, 6.953, 4.306], [3.894, 8.048, 3.059], [1.561, 8.063, 3.033], [1.359, 6.349, 3.258], [2.599, 7.756, 0.825], [0.415, 6.728, -0.346], [0.545, 9.273, 1.210], [1.479, 9.062, -0.245], [-0.680, 8.768, -1.513], [-1.602, 8.991, -0.025], [-0.614, 10.292, -0.675], [-5.611, -0.526, 2.258], [5.392, -3.563, 4.597], [4.161, -2.739, 5.038], [3.251, -3.651, 5.893], [3.476, -2.336, 3.944], [5.098, -4.425, 3.998], [6.076, -2.950, 4.006], [5.950, -3.934, 5.469], [4.549, -1.951, 5.733], [2.908, -4.514, 5.323], [2.377, -3.104, 6.246], [3.791, -4.023, 6.776], [-0.884, 2.904, -4.505], [-1.364, -5.570, 2.498], [-2.308, -5.189, 1.771], [-0.426, -6.210, 1.993], [-1.370, -5.308, 3.700], [-1.131, -2.135, -4.972], [-0.966, 4.526, 0.188], [2.336, -5.853, -9.638], [1.916, -7.229, -10.149], [0.828, -7.610, -9.154], [0.214, -6.384, -8.735], [1.005, -5.281, -9.170], [2.824, -5.234, -10.389], [3.017, -5.963, -8.792], [1.493, -7.140, -11.152], [2.728, -7.952, -10.186], [1.249, -8.100, -8.271], [0.071, -8.265, -9.584], [0.476, -4.784, -9.992], [1.114, -4.571, -8.349], [4.305, 5.806, -1.076], [-7.796, -6.870, -0.838], [-7.390, -5.786, -0.510], [-8.133, -4.703, -0.811], [-7.843, -3.388, -0.317], [-6.826, -2.681, -1.179], [-6.041, -5.607, 0.149], [-7.541, -3.421, 0.729], [-8.787, -2.848, -0.349], [-5.866, -3.193, -1.181], [-6.657, -1.664, -0.820], [-7.156, -2.627, -2.220], [-5.269, -5.591, -0.620], [-5.864, -6.454, 0.805], [-5.956, -4.711, 0.761], [-2.032, -7.987, -0.509], [-2.216, -7.272, -1.492], [-1.231, -8.959, -0.435], [-2.625, -7.855, 0.599]],
  "mulliken_charge": [-1.539, -0.578, -0.814, -0.996, 0.373, -0.157, -0.698, -1.807, -0.041, -0.618, -0.700, -0.705, -1.714, 0.322, -0.428, 0.170, -1.661, -0.812, 1.032, -1.887, -0.605, -0.594, -0.644, -0.799, -0.730, -0.257, -0.608, 0.028, -0.503, -1.434, 0.335, 0.409, 0.505, 0.335, 0.425, 0.207, 0.351, 0.518, 0.608, 0.109, -0.273, 0.125, 0.158, 0.396, 0.511, 0.380, 0.385, 0.049, 0.495, 0.362, 0.562, 0.449, 0.404, 0.415, 0.224, 0.494, 0.464, -0.233, 0.400, 0.235, 0.274, 0.009, -0.091, 0.470, 0.387, 0.468, 0.573, -1.057, 0.285, 0.759, 0.474, 1.196, 0.647, 0.435, 0.519, 0.026, 0.394, 0.414, 0.567, 0.428, 0.378, 0.644, 0.293, 0.340, 0.336, 0.368, 0.423, -0.848, -1.571, 0.753, -1.482, -0.587, 0.332, 0.340, 0.421, 0.143, 0.329, 0.332, 0.414, -0.022, 0.999, -0.466, -0.574, -0.604, 1.055, -0.643, -0.532, -0.520, -0.427, -0.367, -0.325, 0.324, 0.266, 0.266, 0.328, 0.267, 0.266, 0.272, 0.185, 0.703, -0.597, 0.657, -0.385, -0.646, -0.531, -0.803, 0.399, 0.323, 0.202, 0.152, 0.329, 0.201, 0.348, 0.313, 0.896, -0.520, -0.434, -0.288]
}